The following is a quantum chemistry calculation of a molecular structure, C19H49Mn2N3O11S, from OMol25.

Output
Relative energy (zero: lowest compared OMol25 entry of this formula, charge and spin), eV: 4.615
Frontier orbital gap (spin up / spin down), eV: 7.386 / 6.947
Largest force on an atom, eV/Å: 4.18

ORCA input file:
```
! wB97M-V def2-TZVPD RIJCOSX def2/J DEFGRID3
* xyz 2 11
Mn -1.88381 -1.12837 -1.23951
Mn -0.16976 -2.72817 3.43803
S -1.00958 -1.83249 1.06401
O -0.34476 -3.05751 1.38007
O -2.26370 -2.12882 0.40147
O -1.11183 -1.21714 2.39109
O -0.35437 -0.99293 0.08159
C -2.24101 -5.22778 3.51443
O -1.83525 -3.96470 3.92844
C -2.69943 -3.41435 4.96238
C -1.90992 -2.47539 5.88653
N -1.18615 -1.57321 5.06260
C -0.28022 -0.64992 5.69152
C 0.78924 -0.04982 4.68473
O 1.32903 -1.12740 3.87978
C 2.05660 -0.50922 2.80623
H -2.71330 -5.20437 2.53235
H -2.90122 -5.69542 4.24487
H -1.44305 -5.97025 3.52497
H -3.37112 -3.99762 5.59225
H -3.40533 -2.81833 4.38396
H -1.23747 -3.03795 6.53417
H -2.58977 -2.12793 6.66446
H -1.88123 -1.00091 4.60496
H 0.25716 -1.12061 6.51478
H -0.91077 0.17183 6.03100
H 1.67158 0.40106 5.13891
H 0.16861 0.40994 3.91561
H 2.97044 -0.07741 3.21431
H 1.47102 0.24886 2.28613
H 2.35255 -1.30203 2.11924
C 0.17651 -3.37610 -2.06943
O -0.47683 -2.13230 -2.39737
C -0.15289 -1.54950 -3.64657
C -0.93137 -0.18251 -3.75209
N -1.10580 0.58472 -2.52291
C -2.14665 1.59404 -2.66489
C -2.99240 1.72486 -1.31078
O -2.79580 0.61619 -0.39569
C -3.55809 0.81955 0.80026
H 1.23183 -3.12134 -1.97207
H -0.08012 -4.00401 -2.92265
H -0.22233 -3.78725 -1.14208
H -0.32682 -2.16817 -4.52696
H 0.88365 -1.40861 -3.95289
H -1.80405 -0.44205 -4.35139
H -0.40977 0.48587 -4.43715
H -0.24939 1.12013 -2.52526
H -2.78685 1.22495 -3.46615
H -1.75371 2.57652 -2.92648
H -4.07544 1.74275 -1.43243
H -2.66596 2.65539 -0.84640
H -3.27011 1.77273 1.24366
H -3.22660 0.13320 1.57944
H -4.60896 0.76965 0.51517
C 4.25655 8.08732 -1.28630
O 4.43465 6.77250 -1.65971
C 3.39371 6.37477 -2.61571
C 3.70127 4.86859 -2.88255
N 2.59359 4.33523 -3.73326
C 2.96814 2.93214 -4.35047
C 3.57504 1.87504 -3.43889
O 2.52444 1.41628 -2.61646
C 2.74694 0.50569 -1.61677
H 3.74948 8.81070 -1.92480
H 5.14739 8.41119 -0.74814
H 3.49310 8.04491 -0.50948
H 3.54039 6.81447 -3.60225
H 2.39727 6.52685 -2.20090
H 3.62137 4.22719 -2.00487
H 4.63201 4.67256 -3.41490
H 1.79599 4.05425 -3.18102
H 3.71322 3.07916 -5.13235
H 2.10773 2.58407 -4.92200
H 4.34530 2.34630 -2.82839
H 4.08361 1.16924 -4.09563
H 1.76581 0.18926 -1.26273
H 3.22936 0.69089 -0.65705
H 3.07588 -0.42304 -2.08300
C -3.17170 -5.43612 -0.80194
O -3.85405 -4.36988 -0.15348
H -2.33513 -5.52917 -0.10941
H -3.48677 -6.47941 -0.82144
H -2.81112 -5.15051 -1.79013
H -3.20835 -3.85088 0.33160
*
```

The following is a quantum chemistry calculation of C3H3ClN2O in the gas phase, from OMol25.

Output
Relative energy (zero: lowest compared OMol25 entry of this formula, charge and spin), eV: 3.445
Frontier orbital gap, eV: 10.344
Largest force on an atom, eV/Å: 5.10

ORCA input file:
```
! wB97M-V def2-TZVPD RIJCOSX def2/J DEFGRID3
* xyz 0 1
C -0.20705 0.32488 -0.19930
C 1.06273 -0.49546 -0.02594
C 0.01366 1.55129 -0.88810
H -2.40613 -0.74937 1.73376
H 1.45878 -0.79272 0.92417
H 1.77976 0.17589 -0.87768
N -1.34063 0.25341 0.34550
N 0.17872 2.49965 -1.51247
O -1.39999 -0.69762 1.43692
Cl 0.86013 -2.06994 -0.93686
*
```

The following is a quantum chemistry calculation of a molecular structure, C30H25F4N3OPRhS, from OMol25.

Output
Relative energy (zero: lowest compared OMol25 entry of this formula, charge and spin), eV: 0.000
Frontier orbital gap (spin up / spin down), eV: 6.042 / 6.159
Largest force on an atom, eV/Å: 1.62

ORCA input file:
```
! wB97M-V def2-TZVPD RIJCOSX def2/J DEFGRID3
* xyz 0 5
Rh -0.37854 -0.23912 -0.41068
C -3.82871 0.83404 -1.02140
N -1.40659 1.31106 0.27090
C -1.30152 3.85158 -0.86168
C -1.25960 1.56616 1.70161
C -0.95565 0.25824 2.43439
N -0.38948 -0.74889 1.53385
C 0.01074 -1.96285 2.00747
C 0.38351 -2.96960 1.06650
F 2.18347 -1.71218 -0.35115
C 0.88490 -4.17686 1.50442
F 1.25019 -5.08716 0.59295
C 1.00918 -4.49151 2.84251
C 0.61187 -3.54174 3.76144
F 0.70593 -3.80168 5.07108
C 0.12303 -2.31807 3.37246
F -0.22606 -1.46897 4.34613
H -4.34212 0.74487 -0.06662
H -3.24504 -0.04071 -1.28439
H -4.46891 1.19768 -1.82154
H -1.90437 4.70367 -0.55388
H -1.01571 3.89205 -1.91117
H -0.44729 3.67784 -0.20957
H -2.16000 2.01307 2.12403
H -0.44449 2.27452 1.89117
H -1.86617 -0.14742 2.88161
H -0.26262 0.45979 3.24850
H 1.40526 -5.44432 3.16313
O 0.19590 -2.83026 -0.26643
C 0.90468 -1.72787 -0.90796
C 1.03175 -2.12493 -2.35723
C 1.58168 -3.34032 -2.74718
C 1.62165 -3.67236 -4.09242
C 1.10748 -2.79966 -5.04688
C 0.56854 -1.58141 -4.66070
C 0.54338 -1.24090 -3.31116
P -0.04410 0.32327 -2.57743
C -1.22131 0.97362 -3.80207
C -1.10933 2.24217 -4.36282
C -2.07469 2.70031 -5.25290
C -3.15378 1.89670 -5.58683
C -3.27075 0.62824 -5.03188
C -2.31273 0.17165 -4.14122
C 1.41501 1.41904 -2.72915
C 2.13779 1.50620 -3.91824
C 3.26173 2.31214 -3.99796
C 3.67503 3.04182 -2.88926
C 2.96332 2.96194 -1.70318
C 1.83758 2.15024 -1.62236
H 1.95608 -4.02392 -1.99500
H 2.04195 -4.62169 -4.40107
H 1.12332 -3.07446 -6.09502
H 0.16065 -0.90336 -5.40213
H -0.26850 2.87342 -4.10496
H -1.97893 3.68820 -5.68574
H -3.90557 2.25774 -6.27778
H -4.11093 -0.00327 -5.29360
H -2.40503 -0.81775 -3.70523
H 1.82458 0.93370 -4.78393
H 3.82066 2.36931 -4.92375
H 4.55697 3.66728 -2.95330
H 3.28688 3.52425 -0.83673
H 1.28443 2.07249 -0.69638
S -2.44575 2.27912 -0.70916
C -3.41248 3.03139 0.65913
N -4.28619 3.72597 1.00882
*
```

The following is a quantum chemistry calculation of 2 unconnected molecules or ions with the total composition C4H8OS, from OMol25.

Output
Relative energy (zero: lowest compared OMol25 entry of this formula, charge and spin), eV: 5.410
Frontier orbital gap (spin up / spin down), eV: 6.597 / 6.598
Largest force on an atom, eV/Å: 4.30

ORCA input file:
```
! wB97M-V def2-TZVPD RIJCOSX def2/J DEFGRID3
* xyz 0 1
C -1.61871 -0.08542 1.86042
C -0.49279 -0.63763 1.78756
C 0.98380 -0.71036 -1.27561
C 0.79884 0.77618 -1.07599
O -0.50545 1.04139 -1.46388
S 1.33259 1.39745 0.50446
H -2.34434 -0.57185 2.60038
H -2.01699 0.60130 1.15659
H 0.03310 -1.53442 2.06539
H 0.25045 -1.23343 -0.55266
H 1.90104 -1.04948 -0.83140
H 0.98438 -1.22678 -2.16215
H 1.40110 1.43259 -1.70706
H -0.70701 1.80045 -0.90604
*
```